Record 1
A single C4H9NOS molecule in a non-equilibrium geometry. Source: the Open Molecules 2025 dataset; level of theory: ωB97M-V/def2-TZVPD.

As for the multiplicity: 1. As for the gap between HOMO and LUMO: 0.371 hartree.

Geometry (Å):
C1 1.85875 -2.02612 -0.12076
C2 2.31311 -0.57007 -0.33549
C3 -2.55973 0.66656 0.38226
C4 -1.02434 0.53041 0.43222
N1 1.07471 -0.85835 0.22466
O1 -0.16341 -0.18601 -1.96177
S1 -0.41391 -0.75182 -0.62381
H1 1.45136 -2.81404 -0.91789
H2 2.21585 -2.54698 0.70220
H3 3.14461 -0.23147 0.35685
H4 2.42129 -0.42491 -1.40579
H5 -2.79000 0.65052 -0.69947
H6 -3.04344 -0.22464 0.67988
H7 -2.85627 1.61014 0.75389
H8 -0.73193 0.38516 1.45526
H9 -0.71469 1.59217 0.19718

Atoms 1-2, force components in eV/Å:
-0.955 -0.508 -1.950
2.608 -1.747 -0.771



Record 2
A single C4H9NOS molecule in a non-equilibrium geometry. Source: the Open Molecules 2025 dataset; level of theory: ωB97M-V/def2-TZVPD.

As for the multiplicity: 1. Its SMILES is C=NO[C@H](C)CS. As for the gap between HOMO and LUMO: 0.358 hartree.

Geometry (Å):
C1 0.41129 -1.33772 -0.46809
C2 0.21339 0.19869 -0.23006
C3 1.40803 0.76112 0.55660
C4 -3.07436 0.78664 0.15757
H1 -0.47276 -1.92137 -0.86932
H2 1.27209 -1.60614 -1.10754
H3 0.66202 -1.83698 0.46972
H4 0.27403 0.79357 -1.14270
H5 1.40687 0.06507 1.38045
H6 1.39880 1.84527 0.81113
H7 3.26144 -0.89426 -0.19933
H8 -3.90339 0.92809 -0.43303
H9 -3.21497 0.54530 1.32057
N1 -1.88581 0.77828 -0.48408
O1 -0.86778 0.42240 0.52480
S1 3.11111 0.47203 -0.28670

Atoms 1-2, force components in eV/Å:
-0.135 -0.598 -0.612
4.315 -0.902 -1.694



Record 3
A single C4H9NOS molecule in a non-equilibrium geometry. Source: the Open Molecules 2025 dataset; level of theory: ωB97M-V/def2-TZVPD.

As for the multiplicity: 1. Its SMILES is CN[C@H](C=O)CS. As for the gap between HOMO and LUMO: 0.358 hartree.

Geometry (Å):
C1 -1.32498 -2.40437 -1.17204
N1 -0.92104 -1.56886 -0.05571
C2 -0.38618 -0.16632 -0.31442
C3 -0.52370 0.58860 0.96234
S1 0.11581 2.25717 0.74266
C4 1.16853 -0.11369 -0.75705
O1 1.94718 -0.75575 -0.14391
H1 -0.63175 -3.28859 -1.37459
H2 -2.40514 -2.85443 -0.95301
H3 -1.42449 -1.83957 -2.10984
H4 -0.22099 -2.06824 0.41389
H5 -0.88144 0.20955 -1.19672
H6 -1.59052 0.65794 1.26491
H7 -0.15192 0.17217 1.93288
H8 1.32821 1.92526 1.06996
H9 1.39299 0.57392 -1.70174

Atoms 1-2, force components in eV/Å:
-1.748 -1.544 -0.432
0.110 1.816 -0.941



Record 4
A single C4H9NOS molecule in a non-equilibrium geometry. Source: the Open Molecules 2025 dataset; level of theory: ωB97M-V/def2-TZVPD.

As for the multiplicity: 1. As for the gap between HOMO and LUMO (spin up / spin down): 0.211 / 0.211 hartree.

Geometry (Å):
C1 0.77617 0.56356 -0.96108
C2 -0.23551 -0.26833 0.05820
C3 -1.55770 -0.40603 -0.67685
C4 -0.26504 0.53374 1.36907
N1 0.31537 -1.56040 0.22536
O1 1.87532 0.93777 -0.28183
S1 3.18474 0.07140 0.10455
H1 1.08204 -0.25159 -1.63311
H2 0.09246 1.32915 -1.35639
H3 -1.55386 0.19658 -1.59950
H4 -2.56357 -0.15769 -0.14817
H5 -1.64685 -1.37112 -1.05650
H6 -0.77027 1.56552 1.32156
H7 0.74717 0.60457 1.67330
H8 -0.69951 -0.15269 2.13192
H9 1.21905 -1.63444 0.82945

Atoms 1-2, force components in eV/Å:
1.524 -2.029 -0.925
-0.169 -2.026 2.427



Computed energy above the lowest of the compared OMol25 structures with the same formula, charge and spin (kcal per mole) in order:
86.64 96.18 56.24 144.43